{
  "formula": "C34H53ClCoN4SSbSi2",
  "method": "ωB97M-V/def2-TZVPD",
  "symbols": ["Co", "C", "C", "N", "N", "C", "N", "S", "C", "C", "C", "C", "C", "N", "H", "H", "H", "H", "H", "H", "H", "H", "H", "H", "C", "Si", "C", "C", "C", "C", "C", "C", "C", "Si", "C", "C", "H", "H", "H", "H", "H", "H", "H", "H", "H", "H", "H", "H", "H", "H", "H", "H", "C", "C", "C", "Sb", "C", "C", "C", "C", "C", "C", "H", "H", "H", "H", "H", "H", "H", "H", "H", "H", "H", "H", "H", "H", "H", "H", "H", "H", "H", "H", "H", "Cl", "C", "C", "C", "C", "C", "C", "C", "H", "H", "H", "H", "H", "H"],
  "xyz": [[0.6031, -0.1488, 0.4087], [-2.4704, 2.0283, 2.6924], [-1.2958, 1.5417, 1.8762], [-1.0609, 0.2634, 1.5457], [-1.9016, -0.7018, 2.0062], [-1.8317, -1.9764, 1.6151], [-2.7640, -2.8116, 2.2193], [-0.6873, -2.5531, 0.5526], [-0.3584, 2.4830, 1.3895], [-0.4798, 3.8834, 1.5851], [0.5032, 4.7214, 1.1295], [1.6204, 4.1785, 0.4765], [1.6542, 2.8106, 0.2815], [0.7086, 1.9754, 0.6958], [-3.1632, 1.2421, 2.9885], [-3.0467, 2.7582, 2.1174], [-2.1256, 2.5208, 3.6051], [-2.6094, -0.4625, 2.6835], [-3.6995, -2.4349, 2.3020], [-2.7491, -3.7313, 1.8077], [-1.3505, 4.2883, 2.0839], [0.4169, 5.7918, 1.2727], [2.4300, 4.8043, 0.1279], [2.4861, 2.3520, -0.2415], [1.9708, -2.2536, -2.2292], [2.1821, -0.6620, -1.1502], [2.6427, 0.6027, -2.5457], [3.8422, -1.0306, -0.2475], [5.0549, -1.2674, -0.8968], [6.1964, -1.6167, -0.1869], [6.1337, -1.7490, 1.1945], [4.9336, -1.5135, 1.8528], [3.7865, -1.1430, 1.1486], [2.1015, -0.7818, 1.9892], [2.4063, 0.6425, 3.2463], [1.7213, -2.3092, 3.0933], [2.6517, -2.2374, -3.0859], [0.9513, -2.3428, -2.6169], [2.1847, -3.1475, -1.6377], [3.4048, 0.1883, -3.2128], [3.0227, 1.5476, -2.1514], [1.7598, 0.8267, -3.1548], [5.1098, -1.1875, -1.9796], [7.1308, -1.7980, -0.7081], [7.0173, -2.0395, 1.7535], [4.8911, -1.6275, 2.9331], [3.0317, 0.3136, 4.0828], [1.4592, 1.0115, 3.6499], [2.9031, 1.4781, 2.7485], [2.4420, -2.3962, 3.9131], [1.7608, -3.2212, 2.4950], [0.7205, -2.2431, 3.5287], [-1.6491, -4.0134, -2.8317], [-2.7872, -3.1735, -2.2623], [-4.1309, -3.5554, -2.8689], [-2.1995, -1.0223, -2.3203], [-4.2746, -0.3240, -1.9912], [-4.4474, 1.1392, -2.3731], [-4.6340, -0.5778, -0.5310], [-2.1447, -0.5874, -4.4924], [-0.7435, -0.8823, -5.0192], [-3.2161, -1.2557, -5.3423], [-1.8612, -5.0824, -2.7189], [-0.7174, -3.8009, -2.3050], [-1.4980, -3.8143, -3.8962], [-2.8261, -3.3589, -1.1853], [-4.1488, -3.3937, -3.9469], [-4.9532, -2.9928, -2.4237], [-4.3275, -4.6194, -2.6908], [-4.9297, -0.9228, -2.6290], [-3.8260, 1.7785, -1.7489], [-5.4905, 1.4556, -2.2573], [-4.1604, 1.3113, -3.4124], [-4.0007, 0.0194, 0.1329], [-4.4872, -1.6305, -0.2704], [-5.6782, -0.3146, -0.3264], [-2.2970, 0.4973, -4.5159], [-0.5379, -1.9555, -5.0168], [0.0211, -0.3993, -4.4066], [-0.6286, -0.5238, -6.0483], [-3.0240, -2.3266, -5.4345], [-3.2222, -0.8357, -6.3553], [-4.2135, -1.1189, -4.9188], [-2.3508, 7.3079, -4.2973], [-1.9341, 5.8210, -3.4933], [-0.8639, 5.0618, -3.9600], [-0.5585, 3.8725, -3.3442], [-1.3128, 3.3837, -2.2396], [-1.0398, 2.1506, -1.6642], [-2.3586, 4.2259, -1.7657], [-2.6655, 5.4158, -2.3801], [-0.2769, 5.4158, -4.7968], [0.2846, 3.2842, -3.6878], [-1.5706, 1.8234, -0.7801], [-0.1856, 1.5627, -1.9728], [-2.9067, 3.9201, -0.8821], [-3.4669, 6.0384, -2.0053]],
  "forces_ev_per_angstrom": [[-0.802, -0.031, 0.291], [0.234, -0.057, -0.168], [-0.371, 0.139, 0.101], [0.778, -0.036, -0.391], [-0.446, -0.166, 0.199], [0.323, -0.051, -0.177], [-0.120, 0.097, 0.005], [-0.032, -0.022, 0.099], [0.091, -0.018, 0.067], [-0.032, 0.057, 0.035], [-0.023, -0.085, -0.002], [0.032, 0.026, -0.021], [0.079, 0.160, -0.001], [-0.141, -0.157, 0.038], [-0.036, 0.034, -0.002], [-0.077, 0.014, 0.073], [-0.067, 0.015, 0.030], [0.077, 0.060, 0.101], [0.013, -0.016, 0.012], [-0.001, -0.005, -0.015], [0.018, 0.006, 0.038], [-0.010, 0.002, 0.003], [0.000, -0.026, -0.034], [-0.017, -0.041, 0.030], [-0.130, 0.206, 0.169], [0.574, -0.218, 0.027], [-0.094, -0.097, 0.215], [-0.136, 0.089, -0.272], [0.131, -0.024, 0.019], [-0.014, -0.008, -0.103], [-0.005, -0.013, 0.111], [0.144, -0.038, -0.048], [-0.161, -0.001, 0.364], [0.100, 0.100, -0.196], [0.051, -0.268, -0.172], [0.076, 0.233, -0.171], [0.043, -0.034, 0.015], [0.012, 0.009, -0.028], [-0.046, -0.015, 0.016], [0.004, -0.012, -0.011], [-0.014, 0.024, -0.027], [0.012, 0.019, -0.042], [0.017, 0.005, 0.003], [-0.003, 0.001, 0.005], [0.000, 0.017, -0.003], [0.018, 0.025, 0.001], [0.028, 0.028, 0.012], [-0.029, -0.016, -0.007], [-0.007, 0.026, 0.012], [0.031, -0.002, -0.011], [-0.015, -0.021, 0.010], [-0.015, 0.024, 0.000], [-0.028, 0.067, 0.104], [0.117, 0.322, -0.140], [0.064, 0.061, 0.056], [-0.589, -0.224, -0.267], [0.276, -0.030, -0.086], [0.008, -0.140, -0.053], [0.023, -0.024, -0.062], [-0.038, -0.203, 0.301], [-0.021, 0.087, 0.035], [0.025, 0.136, 0.014], [0.005, -0.007, -0.020], [0.041, -0.053, -0.068], [0.018, -0.028, -0.004], [0.040, 0.069, 0.014], [-0.064, -0.020, 0.025], [-0.033, -0.040, -0.044], [-0.004, -0.006, -0.016], [0.088, -0.044, -0.008], [0.023, 0.112, 0.032], [0.013, 0.026, 0.032], [-0.022, 0.085, 0.010], [0.012, -0.006, 0.002], [-0.048, 0.008, 0.065], [-0.001, -0.007, 0.024], [-0.007, -0.001, 0.065], [0.035, 0.006, 0.002], [0.045, -0.037, -0.036], [0.010, -0.020, -0.006], [-0.031, 0.001, -0.002], [-0.001, -0.031, -0.012], [-0.021, -0.042, -0.050], [0.017, 0.023, 0.005], [0.035, -0.025, 0.062], [-0.032, 0.091, -0.044], [0.022, -0.230, 0.148], [-0.119, 0.496, -0.314], [0.171, -0.044, 0.230], [0.134, -0.229, 0.113], [-0.031, 0.052, -0.067], [-0.028, 0.003, -0.017], [-0.025, -0.002, -0.043], [-0.046, -0.058, -0.078], [-0.039, -0.026, -0.047], [-0.038, -0.018, -0.027], [0.000, 0.014, -0.026]],
  "lowdin_charge": [-0.0351, -0.0397, -0.3019, -0.0244, -0.0218, -0.8587, 0.0592, 0.6765, -0.2763, -0.0471, -0.0982, -0.0841, -0.1499, 0.0246, 0.0520, 0.0734, 0.0830, 0.1233, 0.0805, 0.0672, 0.0915, 0.0952, 0.0878, 0.0922, -0.2316, 0.5046, -0.2386, -0.3098, -0.1147, -0.1200, -0.1214, -0.1148, -0.3034, 0.5327, -0.2227, -0.2426, 0.0129, -0.0325, 0.0196, 0.0073, -0.0030, -0.0160, 0.0888, 0.0864, 0.0861, 0.0911, 0.0082, 0.0056, 0.0086, 0.0078, 0.0047, 0.0012, -0.1670, -0.5741, -0.1506, 1.5057, -0.5791, -0.1522, -0.1672, -0.5742, -0.1683, -0.1569, 0.0730, 0.0340, 0.0591, 0.0288, 0.0503, 0.0508, 0.0723, 0.0596, 0.0404, 0.0750, 0.0615, 0.0568, 0.0519, 0.0728, 0.0644, 0.0610, 0.0458, 0.0722, 0.0585, 0.0716, 0.0582, 0.6278, -0.6770, -0.1161, -0.0249, -0.2873, 0.0363, -0.0426, -0.1167, 0.1013, 0.1130, 0.0426, 0.0370, 0.1085, 0.1004],
  "homo_ha": [-0.1030, -0.1346],
  "total_charge": -1,
  "homo_lumo_gap_ha": [0.186, 0.193],
  "spin_multiplicity": 4,
  "fmax_ha_per_bohr": 0.01695
}